40
Properties=species:S:1:pos:R:3 method="wB97M-V/def2-TZVPD" total_energy_ev=-37853.66663 smiles="CCOc1ccccc1NC(=O)CN1C(=O)CS[C@H](C)C1=O" spin_multiplicity=1 charge=0 de_lowest_kcal_mol=8.9
C 3.144 2.781 0.533
C 2.253 2.081 -0.485
O 2.887 0.971 -1.121
C 3.152 -0.108 -0.295
C 4.385 -0.254 0.318
C 4.636 -1.354 1.121
C 3.654 -2.309 1.313
C 2.423 -2.187 0.692
C 2.165 -1.092 -0.121
N 0.970 -0.907 -0.824
C -0.210 -1.536 -0.653
O -0.442 -2.408 0.154
C -1.325 -1.017 -1.579
N -2.401 -0.537 -0.722
C -3.473 -1.393 -0.510
O -3.787 -2.218 -1.330
C -4.206 -1.309 0.807
S -3.834 0.106 1.875
C -3.384 1.291 0.565
C -4.537 1.605 -0.377
C -2.188 0.686 -0.121
O -1.115 1.239 -0.204
H 3.365 2.119 1.367
H 4.078 3.090 0.070
H 2.631 3.661 0.913
H 2.016 2.759 -1.309
H 1.317 1.765 -0.006
H 5.142 0.498 0.156
H 5.600 -1.460 1.597
H 3.846 -3.163 1.945
H 1.658 -2.933 0.832
H 1.016 -0.121 -1.462
H -1.723 -1.845 -2.170
H -0.989 -0.207 -2.226
H -5.281 -1.361 0.621
H -3.921 -2.200 1.372
H -3.058 2.193 1.088
H -4.845 0.727 -0.941
H -4.234 2.378 -1.081
H -5.388 1.969 0.196